A structure of composition C52H52Br3F3Li2N9O6 at a distorted geometry, computed with wB97M-V/def2-TZVPD.

Properties
**Lowest unoccupied orbital energy**: -2.5 eV
**Gap between HOMO and LUMO**: 8.59 eV
**Spin multiplicity**: 1
**Net charge**: +1
**ΔE to the lowest compared entry with this formula, charge and spin**: 0.000 eV
**DFT total energy**: -10993.4497 hartree

Element x y z (Å)
Li1 4.83800 0.26984 -1.94412
Li2 1.93913 2.55533 -0.87979
C1 1.82772 -0.02914 -1.43870
O1 0.78907 0.88246 -1.04501
O2 2.89025 0.74654 -1.63527
C2 1.92015 -1.12529 -0.36366
F1 2.07665 -0.66367 0.87896
F2 0.80293 -1.89034 -0.35585
F3 2.93728 -1.96764 -0.57079
C3 -0.54541 0.39540 -0.78281
C4 -1.47525 1.58522 -0.85999
H1 -1.29842 2.24202 -0.00368
H2 -1.38643 2.11493 -1.80596
H3 -2.52658 1.29384 -0.77564
H4 -0.54804 0.00212 0.23191
H5 -0.83122 -0.32643 -1.55180
H6 1.51072 -0.53466 -2.37007
C5 -1.86066 -1.82490 -5.00543
Br1 -0.36372 -1.95168 -3.81424
Br2 -2.87060 -3.43859 -5.16506
Br3 -1.27463 -1.27111 -6.76925
H7 -2.54338 -1.06947 -4.64249
C6 -5.63869 2.73543 -1.60134
C7 -5.43234 2.57611 -0.23378
C8 -4.42517 3.31396 0.36055
C9 -3.61152 4.13677 -0.39933
C10 -3.81541 4.26423 -1.75833
C11 -4.79089 3.50166 -2.38554
N1 -2.58137 4.90746 0.27364
O3 -2.62391 4.96760 1.48742
O4 -1.69823 5.40921 -0.39982
H8 -6.41855 2.17778 -2.10600
H9 -6.04454 1.93702 0.38520
H10 -4.25900 3.25204 1.42823
H11 -3.25552 5.01469 -2.30502
H12 -5.01777 3.64709 -3.43105
C12 -4.45086 -5.13337 3.00191
C13 -4.18557 -3.87022 3.50245
C14 -3.64182 -2.91682 2.67212
C15 -3.53553 -3.19447 1.32408
C16 -3.87396 -4.42317 0.78883
C17 -4.33052 -5.40348 1.64206
N2 -3.10176 -2.12861 0.41865
O5 -2.96374 -0.99431 0.84352
O6 -2.86639 -2.44253 -0.73368
H13 -4.71374 -5.94658 3.66627
H14 -4.32705 -3.66800 4.55573
H15 -3.28261 -1.94679 2.98287
H16 -3.90532 -4.55958 -0.28316
H17 -4.59271 -6.40278 1.32442
N3 4.39167 -4.28559 1.56103
C18 3.19498 -3.77728 1.85007
C19 2.92911 -3.14277 3.05179
C20 3.92361 -3.05404 4.00616
C21 5.16294 -3.60943 3.72503
C22 5.35224 -4.17163 2.47652
H18 2.48579 -3.82043 1.03419
H19 1.95262 -2.72548 3.26475
H20 3.68255 -2.61193 4.96490
H21 5.95574 -3.57819 4.46067
H22 6.31083 -4.58764 2.18080
N4 1.69485 2.97852 1.13477
C23 2.26094 2.16852 2.01679
C24 1.83765 2.04095 3.32558
C25 0.69399 2.72838 3.69419
C26 0.04847 3.53530 2.77244
C27 0.61255 3.64875 1.50953
H23 3.13776 1.62092 1.68644
H24 2.28950 1.34928 4.02288
H25 0.22302 2.66994 4.66979
H26 -0.89499 4.02011 2.97448
H27 0.17246 4.33930 0.79632
N5 1.00201 3.88591 -2.15823
C28 0.80877 5.20432 -2.09117
C29 0.10852 5.92237 -3.04570
C30 -0.44229 5.22502 -4.11643
C31 -0.18713 3.87178 -4.24301
C32 0.50830 3.23869 -3.20951
H28 1.32596 5.71075 -1.28340
H29 -0.17721 6.95522 -2.90649
H30 -1.04829 5.71856 -4.86804
H31 -0.52641 3.22572 -5.04126
H32 0.70412 2.17777 -3.32427
N6 -4.74496 -1.05513 -3.83795
C33 -6.00896 -1.06957 -4.24474
C34 -7.08636 -0.80962 -3.41436
C35 -6.84277 -0.58954 -2.06765
C36 -5.54163 -0.56563 -1.63992
C37 -4.51647 -0.70815 -2.57361
H33 -6.14946 -1.29105 -5.29761
H34 -8.07555 -0.97428 -3.82174
H35 -7.66356 -0.46198 -1.37270
H36 -5.24687 -0.34981 -0.61961
H37 -3.47447 -0.70543 -2.27518
N7 5.43705 -1.58452 -2.61106
C38 5.74357 -1.73698 -3.90199
C39 6.26949 -2.89454 -4.43734
C40 6.49723 -3.96419 -3.59140
C41 6.23968 -3.79813 -2.24544
C42 5.69275 -2.61590 -1.81254
H38 5.55277 -0.91797 -4.58986
H39 6.43571 -2.91781 -5.50496
H40 6.94711 -4.87318 -3.96991
H41 6.40908 -4.57947 -1.51853
H42 5.55738 -2.42959 -0.75967
N8 5.55312 0.53247 0.08366
C43 6.36773 1.59153 0.14205
C44 7.04193 2.02161 1.25979
C45 6.89834 1.27988 2.42761
C46 6.12081 0.13448 2.37821
C47 5.47333 -0.19144 1.20244
H43 6.47020 2.16514 -0.77686
H44 7.76047 2.82567 1.18934
H45 7.32474 1.58824 3.37358
H46 5.88913 -0.41639 3.27786
H47 4.84436 -1.07384 1.15630
N9 -1.54252 -1.86555 5.60156
C48 -2.68712 -1.21130 5.77817
C49 -3.06812 -0.14947 4.97496
C50 -2.25285 0.21715 3.92882
C51 -1.03949 -0.42219 3.75422
C52 -0.76821 -1.49617 4.59295
H48 -3.31238 -1.53913 6.60072
H49 -4.03994 0.30630 5.11803
H50 -2.39953 1.08426 3.29271
H51 -0.31102 -0.06650 3.03877
H52 0.12860 -2.09895 4.46917

Force components x, y, z for each atom (eV/Å):
-1.0 -0.3 0.7
0.0 -0.5 -0.1
-0.3 0.8 -0.8
-0.6 -0.1 0.1
1.2 0.0 0.4
-0.1 -0.3 0.0
0.0 0.5 0.4
0.1 0.0 0.0
0.5 -0.1 -0.4
0.1 0.8 -0.3
-0.4 0.0 0.4
0.2 0.3 -0.3
0.2 0.1 0.1
0.1 -0.3 0.0
-0.3 -0.4 -0.2
0.1 -0.3 0.4
-0.1 -0.2 0.2
-0.1 0.1 -0.6
-0.1 -0.1 0.1
0.1 -0.3 0.2
0.0 0.1 0.1
-0.1 0.0 0.1
0.0 -1.0 -0.3
0.2 0.6 -0.3
0.2 -0.2 0.7
-0.9 -0.3 -0.2
0.5 0.4 -0.5
-0.4 0.8 0.7
0.4 0.0 0.1
0.0 0.0 0.1
-0.2 0.0 -0.1
-0.1 0.1 0.1
-0.1 0.0 -0.1
0.0 0.0 -0.1
0.2 -0.3 0.0
0.2 -0.1 -0.1
0.0 -0.2 -0.1
0.4 -0.3 0.5
0.0 0.6 -0.5
-0.2 -0.1 0.1
-0.6 0.1 -0.6
0.1 -0.2 0.7
0.6 -0.2 -0.5
-0.2 0.0 0.2
0.0 0.0 0.1
-0.3 0.1 0.1
0.1 0.0 0.0
-0.3 0.0 0.3
0.3 0.0 0.0
0.1 0.1 -0.4
0.1 0.2 -0.1
0.4 0.2 -0.2
-0.4 0.1 0.1
-0.1 -0.3 0.1
0.0 0.4 0.3
0.1 -0.4 -0.2
-0.3 -0.1 0.2
0.0 0.0 -0.2
0.2 0.0 0.0
0.1 0.0 -0.1
0.0 0.0 0.2
0.1 0.1 -0.6
0.8 -0.3 0.4
-0.6 -0.2 0.2
-0.7 0.3 0.2
0.3 -0.2 -0.4
-0.4 0.5 0.2
-0.1 0.0 -0.1
0.3 0.1 -0.1
0.4 -0.3 0.1
0.1 0.2 0.2
0.0 -0.2 -0.1
0.3 -0.2 0.1
0.5 0.3 -0.2
-0.9 -0.4 0.0
0.1 -0.1 -0.4
0.2 -0.6 0.9
-0.1 0.3 -1.0
-0.3 0.0 0.2
0.5 0.1 0.1
0.1 0.1 0.1
-0.2 0.4 -0.2
0.1 0.0 0.4
0.3 0.9 0.0
0.0 0.1 -0.2
-0.1 -0.7 -0.2
-0.6 -0.1 -0.1
1.2 0.7 0.2
-0.3 -1.0 0.0
-0.1 -0.1 0.1
-0.1 0.4 0.1
0.0 0.0 0.0
-0.2 -0.1 0.1
-0.1 0.2 0.2
0.2 0.6 -0.5
-0.2 0.0 -0.3
-0.3 0.1 -0.1
0.5 -0.1 -0.2
-0.2 -0.6 0.1
0.3 0.6 0.5
-0.1 0.2 0.3
0.2 -0.2 0.0
-0.1 -0.1 0.0
0.1 -0.1 -0.1
-0.3 -0.2 0.2
0.7 0.0 0.0
-0.2 0.4 -0.7
0.6 -0.5 0.5
-0.3 0.0 0.0
-0.4 0.5 0.3
-0.4 -0.4 -0.3
0.0 0.0 0.0
-0.3 0.3 0.1
0.2 0.0 -0.1
0.2 -0.3 0.0
-0.1 0.0 0.0
-0.4 -0.4 0.1
0.2 0.1 0.0
-0.9 -0.2 -0.2
1.1 1.0 -0.2
0.0 -0.4 0.4
0.5 0.0 -0.1
0.0 0.0 0.0
0.1 0.1 0.1
-0.6 -0.1 0.1
-0.1 -0.2 -0.2
0.0 0.2 0.0

Atom charges from the Mulliken analysis, given in e for atoms 1 to 2: atom 1 (Li): 0.9531, atom 2 (Li): 0.9053